(a)
The following is a quantum chemistry calculation of a 2-piece molecular cluster, C4H6FNO overall, from the Open Molecules 2025 dataset.

Structure (XYZ):
```
13
C4H6FNO wB97M-V/def2-TZVPD
C 2.05 -1.82 -0.64
C 1.36 -2.48 -1.36
C -0.65 0.97 0.37
C -0.15 0.35 1.43
N -1.96 1.15 0.03
O 0.22 1.61 -0.48
F 0.69 -3.29 -2.25
H 2.26 -0.82 -0.16
H 0.69 2.29 0.01
H -0.79 -0.21 2.11
H 0.88 0.38 1.68
H -2.56 0.34 0.19
H -2.04 1.52 -0.93
```

Calculated values
SMILES string: C=C(N)O.C#CF
Frontier orbital gap, eV: 9.018
Spin multiplicity: 1
E_HOMO, Eh: -0.3073

=====

(b)
The following is a quantum chemistry calculation of C4H6FNO as an isolated structure, from the Open Molecules 2025 dataset.

Structure (XYZ):
```
13
C4H6FNO wB97M-V/def2-TZVPD
C -1.10 -0.95 0.27
C -0.53 0.05 -0.74
C -0.10 1.30 -0.04
C 1.73 -0.41 0.05
H -1.15 -0.26 1.48
H -0.26 -2.01 0.33
H -0.70 0.04 -1.78
H -0.12 1.67 1.19
H -0.31 2.22 -0.62
H 1.98 0.61 0.90
N 0.77 0.33 -0.48
O 2.22 -1.54 -0.31
F -2.43 -1.06 -0.26
```

Calculated values
Frontier orbital gap, eV: 10.741
Spin multiplicity: 1
E_HOMO, Eh: -0.3686

=====

Most favorable first, least favorable last: (a), (b)

=====

(a)
The following is a quantum chemistry calculation of C4H12N4 as an isolated structure, from the Open Molecules 2025 dataset.

Structure (XYZ):
```
20
C4H12N4 wB97M-V/def2-TZVPD
C -1.43 0.78 -0.57
C -0.22 -3.02 -0.68
C 0.08 -1.63 -0.22
N 1.20 -1.08 -0.52
H 1.94 -1.66 -0.95
H -0.55 -3.61 0.18
H -1.98 1.65 -0.24
H -1.57 0.44 -1.59
H -1.59 -0.05 0.11
H -1.07 -3.02 -1.35
H 0.64 -3.53 -1.15
C 0.42 1.92 0.93
N 0.19 1.38 -0.35
N 0.38 0.96 1.91
N 0.57 3.15 1.21
H 0.49 -0.01 1.63
H 0.33 2.08 -1.07
H 0.99 0.21 -0.49
H 0.76 1.25 2.79
H 0.43 3.77 0.42
```

Calculated values
Frontier orbital gap, eV: 7.826
Spin multiplicity: 1
E_HOMO, Eh: -0.2557

=====

(b)
The following is a quantum chemistry calculation of one molecule with the formula C4H12N4, from the Open Molecules 2025 dataset.

Structure (XYZ):
```
20
C4H12N4 wB97M-V/def2-TZVPD
C 0.32 -1.86 1.16
C 0.41 -0.41 1.47
C 0.44 2.20 -0.95
C -0.31 1.62 -2.15
H 0.13 -2.73 2.98
H 1.65 -2.49 2.59
H 0.98 -2.04 0.22
H -0.59 -2.32 0.89
H 1.32 -0.16 2.04
H -0.48 -0.08 2.06
H -0.38 -0.16 -0.33
H 0.72 3.25 -0.93
H 0.25 0.78 -2.50
H -0.32 2.20 -3.14
H -2.05 0.76 -2.78
H -2.28 1.46 -1.25
N 0.80 -2.79 2.21
N 0.46 0.19 0.13
N 0.58 1.60 0.17
N -1.62 0.97 -1.89
```

Calculated values
SMILES string: NC/C=N\NCCN
Frontier orbital gap, eV: 9.775
Spin multiplicity: 1
E_HOMO, Eh: -0.3245

=====

Most favorable first, least favorable last: (b), (a)

=====

(a)
The following is a quantum chemistry calculation of C7H10N2O2 as an isolated structure, from the Open Molecules 2025 dataset.

Structure (XYZ):
```
21
C7H10N2O2 wB97M-V/def2-TZVPD
C 1.07 -0.89 2.14
C 1.20 0.34 1.12
C 1.47 1.70 1.15
C 0.76 2.29 0.05
C 0.04 -0.99 -0.68
C -1.39 -0.95 -0.76
C -1.81 -0.66 -2.21
H 0.55 -0.48 3.84
H -0.07 -1.51 1.60
H 2.30 -1.40 2.16
H 2.26 2.31 1.82
H 0.71 3.41 -0.07
H 0.37 -0.89 -1.82
H 0.58 -1.83 0.06
H -1.58 -1.89 -0.32
H -2.12 -0.38 0.07
H -0.89 1.02 -2.01
N 0.21 1.41 -0.66
N 0.41 0.28 -0.07
O -1.76 0.70 -2.44
O -2.32 -1.59 -2.96
```

Calculated values
Frontier orbital gap, eV: 8.778
Spin multiplicity: 1
E_HOMO, Eh: -0.3507

=====

(b)
The following is a quantum chemistry calculation of a 3-piece molecular cluster, C7H10N2O2 overall, from the Open Molecules 2025 dataset.

Structure (XYZ):
```
21
C7H10N2O2 wB97M-V/def2-TZVPD
C 1.30 1.34 1.46
C 0.87 0.58 0.18
C 1.91 -0.15 -0.42
C -1.99 -1.66 0.10
C -2.60 -0.50 -0.27
C -1.54 0.49 -0.08
C -1.87 2.05 -0.45
H 0.18 1.58 1.85
H 2.33 0.36 2.02
H 1.91 2.62 1.15
H 0.61 1.45 -0.41
H 1.11 -1.71 0.50
H -2.42 -2.62 0.43
H -3.55 -0.39 -1.02
H -3.06 1.93 -0.54
H -1.61 2.83 0.08
H -1.51 2.20 -1.53
N -0.46 -0.13 0.21
N -0.68 -1.41 0.36
O 1.86 -1.49 0.12
O 2.82 0.19 -1.32
```

Calculated values
Frontier orbital gap, eV: 9.622
Spin multiplicity: 1
E_HOMO, Eh: -0.3449

=====

Most favorable first, least favorable last: (b), (a)

=====

(a)
The following is a quantum chemistry calculation of C4H2F2O as an isolated structure, from the Open Molecules 2025 dataset.

Structure (XYZ):
```
9
C4H2F2O wB97M-V/def2-TZVPD
C -0.95 0.54 -0.05
C -0.88 -0.85 0.05
C 0.24 1.19 -0.17
C 1.29 -0.49 0.05
O 0.36 -1.39 0.06
F 0.97 2.25 0.03
F 2.57 -0.78 -0.23
H -1.87 0.93 -0.12
H -1.72 -1.40 0.38
```

Calculated values
Frontier orbital gap (alpha / beta), eV: 8.090 / 8.089
Spin multiplicity: 1
E_HOMO (alpha / beta), Eh: -0.2790 / -0.2789

=====

(b)
The following is a quantum chemistry calculation of a 2-piece molecular cluster, C4H2F2O overall, from the Open Molecules 2025 dataset.

Structure (XYZ):
```
9
C4H2F2O wB97M-V/def2-TZVPD
C -3.42 -1.47 -0.44
C -2.31 -1.05 -0.47
C -0.06 0.73 0.03
C 1.16 0.27 -0.09
O 1.62 -0.68 0.65
F -0.60 1.67 -0.71
F 2.04 0.98 -0.90
H -0.73 0.08 0.63
H 2.30 -0.54 1.32
```

Calculated values
Frontier orbital gap (alpha / beta), eV: 5.756 / 5.625
Spin multiplicity: 1
E_HOMO (alpha / beta), Eh: -0.3521 / -0.3501

=====

(c)
The following is a quantum chemistry calculation of a 2-piece molecular cluster, C4H2F2O overall, from the Open Molecules 2025 dataset.

Structure (XYZ):
```
9
C4H2F2O wB97M-V/def2-TZVPD
C 2.69 -0.33 -0.55
C 1.55 -0.36 -0.19
C -0.83 -0.79 0.03
C -1.33 0.58 0.36
O -1.24 -1.88 -0.05
F -2.68 0.63 0.44
F -0.97 1.47 -0.59
H 3.72 -0.23 -0.77
H -0.91 0.91 1.32
```

Calculated values
Frontier orbital gap (alpha / beta), eV: 8.834 / 8.833
Spin multiplicity: 1
E_HOMO (alpha / beta), Eh: -0.3639 / -0.3638

=====

Most favorable first, least favorable last: (a), (c), (b)

=====

(a)
The following is a quantum chemistry calculation of one molecule with the formula H2NO5PS, from the Open Molecules 2025 dataset.

Structure (XYZ):
```
10
H2NO5PS wB97M-V/def2-TZVPD
N -0.42 -0.04 0.39
O -0.61 1.76 2.33
O 1.85 3.72 -0.44
O 1.61 1.71 -1.75
O -0.23 2.49 -0.21
O 1.63 1.56 0.65
P -0.13 1.39 1.00
S 1.37 2.40 -0.59
H 0.07 -0.15 -0.43
H -1.14 -0.61 0.75
```

Calculated values
Frontier orbital gap, eV: 12.124
Spin multiplicity: 1
E_HOMO, Eh: -0.4402

=====

(b)
The following is a quantum chemistry calculation of one molecule with the formula H2NO5PS, from the Open Molecules 2025 dataset.

Structure (XYZ):
```
10
H2NO5PS wB97M-V/def2-TZVPD
N -1.93 0.09 0.12
O -0.69 -2.01 -0.61
O 2.58 -0.52 -0.25
O 0.46 -0.06 1.08
O 0.46 0.54 -1.01
O 2.67 1.80 0.19
P -0.51 -0.69 -0.06
S 1.77 0.61 -0.04
H -2.64 -0.36 -0.41
H -2.17 0.60 0.99
```

Calculated values
Frontier orbital gap, eV: 10.462
Spin multiplicity: 1
E_HOMO, Eh: -0.4315

=====

Most favorable first, least favorable last: (a), (b)

=====

(a)
The following is a quantum chemistry calculation of one molecule with the formula C23H30N2O5, from the Open Molecules 2025 dataset.

Structure (XYZ):
```
60
C23H30N2O5 wB97M-V/def2-TZVPD
C 1.98 -1.89 -2.32
H 1.21 -2.34 -1.68
O 2.35 -0.62 -1.84
C 1.39 0.35 -1.77
C 0.08 0.21 -2.18
C -0.81 1.27 -2.08
C -0.40 2.49 -1.58
C 0.91 2.63 -1.15
C 1.81 1.58 -1.23
O 3.11 1.63 -0.80
C 3.58 2.82 -0.23
H 4.62 2.63 0.03
H 3.54 3.65 -0.95
H 3.02 3.09 0.67
H 1.22 3.58 -0.74
C -1.37 3.63 -1.45
H -0.96 4.54 -1.88
H -2.30 3.37 -1.97
C -1.72 3.90 0.03
N -1.95 2.67 0.76
C -2.96 1.84 0.46
O -3.87 2.12 -0.30
C -2.86 0.50 1.23
N -1.68 -0.24 0.81
C -0.46 -0.03 1.32
O -0.17 0.86 2.10
O 0.41 -0.96 0.88
C 1.75 -0.85 1.39
C 2.50 -2.11 1.07
C 1.92 -3.35 1.31
C 2.62 -4.51 1.02
C 3.90 -4.44 0.50
C 4.48 -3.20 0.26
C 3.78 -2.04 0.55
H 4.22 -1.08 0.34
H 5.48 -3.14 -0.14
H 4.45 -5.34 0.27
H 2.16 -5.47 1.20
H 0.92 -3.40 1.71
H 2.24 0.02 0.94
H 1.69 -0.68 2.47
H -1.78 -0.92 0.08
C -4.13 -0.35 1.09
C -4.32 -0.90 -0.32
H -5.31 -1.35 -0.41
H -3.59 -1.67 -0.56
H -4.25 -0.10 -1.05
C -4.12 -1.48 2.12
H -3.26 -2.13 1.96
H -4.07 -1.09 3.13
H -5.02 -2.08 2.03
H -4.97 0.32 1.30
H -2.71 0.76 2.28
H -1.20 2.31 1.34
H -2.62 4.51 0.08
H -0.90 4.42 0.53
H -1.83 1.13 -2.40
H -0.26 -0.73 -2.59
H 2.88 -2.50 -2.27
H 1.62 -1.84 -3.35
```

Calculated values
SMILES string: COc1ccc(CCNC(=O)[C@H](NC(=O)OCc2ccccc2)C(C)C)cc1OC
Frontier orbital gap, eV: 8.703
Spin multiplicity: 1
E_HOMO, Eh: -0.2940

=====

(b)
The following is a quantum chemistry calculation of one molecule with the formula C23H30N2O5, from the Open Molecules 2025 dataset.

Structure (XYZ):
```
60
C23H30N2O5 wB97M-V/def2-TZVPD
C -3.53 -0.51 3.40
H -4.57 -0.79 3.21
O -2.77 -1.24 2.48
C -1.40 -1.11 2.52
C -0.74 -0.25 3.39
C 0.64 -0.15 3.41
C 1.42 -0.94 2.57
C 0.77 -1.81 1.72
C -0.62 -1.88 1.64
O -1.08 -2.73 0.67
C -2.41 -2.67 0.23
H -2.45 -3.32 -0.65
H -3.11 -3.04 0.98
H -2.69 -1.65 -0.05
H 1.31 -2.47 1.06
C 2.92 -0.79 2.61
H 3.15 0.26 2.79
H 3.31 -1.36 3.46
C 3.65 -1.25 1.35
N 3.05 -0.71 0.15
C 2.70 -1.50 -0.88
O 3.03 -2.67 -0.97
C 1.81 -0.78 -1.91
N 0.50 -0.53 -1.33
C 0.24 0.53 -0.55
O 1.05 1.38 -0.24
O -1.06 0.54 -0.17
C -1.45 1.67 0.59
C -1.45 2.95 -0.22
C -1.03 4.14 0.35
C -1.03 5.30 -0.40
C -1.45 5.28 -1.72
C -1.87 4.09 -2.29
C -1.88 2.93 -1.54
H -2.20 2.00 -1.98
H -2.20 4.07 -3.32
H -1.45 6.19 -2.30
H -0.69 6.23 0.05
H -0.68 4.15 1.37
H -2.47 1.43 0.93
H -0.80 1.78 1.46
H -0.16 -1.29 -1.34
C 1.70 -1.54 -3.23
C 0.86 -2.81 -3.11
H 0.97 -3.40 -4.02
H -0.20 -2.58 -2.99
H 1.20 -3.41 -2.27
C 1.12 -0.62 -4.31
H 1.77 0.24 -4.48
H 1.03 -1.16 -5.25
H 0.14 -0.26 -4.02
H 2.71 -1.83 -3.51
H 2.26 0.21 -2.09
H 2.68 0.23 0.20
H 3.64 -2.34 1.25
H 4.70 -0.93 1.41
H 1.11 0.55 4.08
H -1.30 0.36 4.08
H -3.43 0.57 3.26
H -3.28 -0.77 4.44
```

Calculated values
SMILES string: COc1ccc(CCNC(=O)[C@H](NC(=O)OCc2ccccc2)C(C)C)cc1OC
Frontier orbital gap, eV: 8.727
Spin multiplicity: 1
E_HOMO, Eh: -0.2967

=====

Most favorable first, least favorable last: (a), (b)